(1)
6
Properties=species:S:1:pos:R:3:forces:R:3:lowdin_charge:R:1 method="wB97M-V/def2-TZVPD" e_tot_ev=-25271.906 multiplicity=1 de_lowest_kj_mol=43.09 lumo_energy_ev=-1.403 smiles="O=COP=S" orbital_gap_ev=8.3
S 2.442635 0.158609 0.591101 -0.4489 -0.9105 -0.2546 0.150
P 1.240067 -1.123797 -0.203278 0.1888 1.4263 0.0239 0.460
O -1.520948 -0.516420 0.738269 -0.5736 1.6496 -0.6606 0.066
O 0.038316 -0.149470 -0.877425 -1.1674 0.1777 0.8532 -0.511
C -1.084883 0.277002 -0.039679 3.0755 -2.3501 -0.1186 -0.309
H -1.115186 1.354076 -0.208987 -1.0744 0.0070 0.1567 0.144

(2)
56
Properties=species:S:1:pos:R:3:forces:R:3:lowdin_spin:R:1 method="wB97M-V/def2-TZVPD" e_tot_ev=-36390.936 total_charge=+4 multiplicity=5 de_lowest_kj_mol=88.38 lumo_energy_ev="-11.956 / -15.834" s_squared=6.033 orbital_gap_ev="8.5 / 5.4"
Pt -0.633542 0.074694 -0.654694 -0.1033 -0.2691 0.0389 1.309
O -0.570637 -3.016581 -1.268379 -0.0311 5.4565 0.7429 0.020
O -3.195355 -0.539176 1.095086 4.4348 1.5164 -3.2235 0.010
N -0.824473 1.952376 0.767264 0.2869 -0.1402 -1.5625 0.091
N 0.001336 -2.405265 1.536822 -0.8064 -2.3525 1.3560 0.614
N -2.248202 -0.142313 -2.209588 0.6047 0.7963 -0.1911 0.079
N 1.341788 -1.128600 3.000444 0.3394 -0.5996 1.3316 0.021
N 1.568167 -0.302456 -1.372945 -0.8974 1.0561 -0.4235 0.093
N 0.605591 -0.165407 1.060378 -0.1361 -1.0602 0.1149 0.222
C -3.124825 -0.438025 -2.876121 -0.5891 -0.0919 -0.5592 0.002
C -0.522514 2.071637 -3.872946 -0.3428 0.9514 1.0277 0.068
C -2.262387 -0.244404 0.449971 -6.4743 -1.1584 4.1556 0.127
C 2.252827 0.014490 3.342364 -0.1533 0.1788 -0.6209 0.007
C 0.877364 2.017684 -3.564268 -1.5685 0.0007 -0.6204 0.313
C -1.380877 -2.708079 2.027782 0.2789 0.5965 -0.0751 0.061
C -4.216387 -0.774950 -3.739561 -0.9186 -0.3612 -0.6372 -0.001
C 0.645191 -1.179278 1.864459 1.8287 2.1525 1.5497 0.051
C -0.962585 2.709337 1.602192 -0.3026 1.1917 1.0011 0.007
C 0.503429 3.577538 -1.729612 2.9884 -1.8806 -1.5657 0.087
C 2.617240 -0.664347 -1.617411 1.3310 -0.3776 -0.4607 0.006
C -1.144219 3.697218 2.625587 -0.1190 0.7404 0.9620 0.000
C -0.548341 -1.859413 -1.079853 0.1625 -7.3349 -1.9975 0.128
C 1.245257 -2.103058 4.114834 -0.2310 -0.6467 -0.0795 0.004
C 0.830729 -3.615055 1.317610 0.5797 0.8574 -0.7840 0.060
C 3.946288 -1.098923 -1.950058 1.0220 -0.4036 -0.1801 -0.001
C 1.380438 2.754214 -2.513308 -1.5810 2.4854 2.5999 0.096
C -0.841435 3.629031 -2.027199 -0.6937 -0.6429 -1.2084 0.312
C -1.364324 2.861864 -3.120631 1.2645 -0.6116 -0.4758 0.076
H -4.571996 -1.799590 -3.530375 0.1662 0.3858 -0.0551 0.000
H 0.882843 -4.225628 2.222132 -0.1497 0.1170 0.1958 0.032
H 0.502244 -2.872498 3.889478 0.1790 0.1177 0.1160 0.000
H -0.233314 3.787946 3.245866 -0.3686 -0.0531 -0.2993 0.000
H 4.155881 -0.926588 -3.021554 -0.1602 -0.0686 0.4344 0.000
H -1.740749 -1.886203 2.649872 0.0388 -0.0481 -0.2390 0.004
H 4.065020 -2.178385 -1.743084 -0.0863 0.4520 -0.1144 0.000
H 1.129595 0.670588 1.273605 0.2392 -0.2408 0.4941 0.005
H -5.059338 -0.078149 -3.589806 0.3422 -0.2189 0.0169 0.000
H -1.509666 4.243903 -1.480176 -0.4858 0.5731 0.4950 0.012
H 0.912885 -1.613459 5.037481 0.1617 0.1262 -0.2981 0.000
H 1.834806 -3.296094 1.027531 -0.1025 -0.1233 0.1012 0.001
H 2.214124 -2.595311 4.298543 -0.3144 0.2689 -0.1529 0.001
H 3.052699 0.086062 2.592618 -0.2269 0.0323 0.1274 0.000
H 2.413312 2.753082 -2.274960 0.8214 -0.0207 0.0934 0.001
H 0.924042 4.152138 -0.944728 0.2575 0.5139 0.6043 0.000
H -3.906389 -0.724449 -4.797914 -0.0255 -0.0143 0.4168 0.000
H 1.682467 0.952311 3.384104 0.0972 -0.2004 -0.0572 0.000
H -2.398501 2.940644 -3.339463 -0.7838 0.0215 -0.2702 0.001
H 2.733676 -0.108211 4.325778 -0.4420 -0.3903 -0.4331 0.001
H 1.503884 1.420125 -4.175569 0.6148 -0.4550 -0.4900 0.012
H 4.696093 -0.547078 -1.355670 -0.3415 -0.1805 -0.2157 0.000
H -1.390392 -3.620783 2.633708 0.3284 -0.0590 -0.2344 0.020
H -1.360360 4.685866 2.181019 0.0832 -0.4448 0.1159 0.000
H -2.055439 -2.886130 1.173486 0.2588 0.0098 0.1904 0.029
H -1.986602 3.422326 3.285921 0.3107 0.0782 -0.3078 0.000
H -0.875468 1.510359 -4.700102 -0.3617 -0.3648 -0.6419 0.000
H 0.409100 -4.241544 0.524045 -0.2237 0.1370 0.1923 0.019

(3)
77
Properties=species:S:1:pos:R:3:forces:R:3:lowdin_charge:R:1 method="wB97M-V/def2-TZVPD" e_tot_ev=-74849.674 multiplicity=1 lumo_energy_ev=0.157 smiles="CC(C)(C)CC(C)(C)c1ccc(OCCOCC[C@]2(CCO)OC(=O)[C@@](C)(N=C=S)[C@]2(N=C=O)[PH2]=S)cc1" orbital_gap_ev=8.9
S -4.977475 -2.943403 1.309751 -0.0291 0.3266 -0.6400 0.194
S -6.395882 0.638370 4.723105 0.6796 -1.2559 -2.0785 0.689
P -3.966021 -1.890282 -0.005262 0.1166 -1.2995 0.6925 0.453
O -6.684193 -1.677655 -1.949028 -0.5023 -0.0770 0.9341 0.192
O -4.054696 -0.419314 -3.167574 -0.0225 0.3483 0.0642 -0.103
O 0.176984 -3.143930 -2.566970 0.5840 1.5894 0.6258 -0.105
O -3.536937 2.046374 0.273343 -0.8640 1.4046 0.6219 -0.030
O -5.270811 2.775343 1.663860 1.0388 -0.1580 -0.3172 0.185
O -0.142174 0.222522 -2.433648 -0.9702 0.1529 -1.0887 -0.149
N -5.948964 0.070429 -0.492174 0.9993 -1.8512 -1.1786 0.149
N -5.982655 0.152601 1.972452 2.1119 -1.1875 2.6222 0.085
C 2.476450 -2.221010 -1.978066 -1.2580 0.4870 2.8754 0.020
C 2.769559 -1.336946 0.471681 -0.4356 -0.6012 -1.4940 -0.149
C 3.840582 0.906679 1.036981 -0.0202 -0.2822 0.4666 -0.110
C -4.226318 1.812558 -1.968551 0.3150 -0.6265 0.4141 -0.069
C -1.294166 1.065100 -2.270965 0.1593 0.4845 0.8749 -0.173
C -0.883517 -2.184388 -2.836151 -0.4975 -0.2751 -1.0522 -0.151
C -3.380256 -0.030562 2.427488 0.1064 1.0961 0.3830 -0.042
C -4.498449 -0.080384 -0.097718 -0.2369 -0.4178 1.5518 -0.392
C -0.332318 -0.811353 -3.401469 0.7353 -1.1086 -0.0660 -0.166
C 6.362199 1.493511 0.383451 -1.0605 -1.0886 0.9124 -0.054
C 3.288396 -1.596586 -0.892325 -2.1721 -0.7893 -0.4546 -0.017
C -1.976327 0.699062 -0.884037 0.2105 -0.2592 -0.5774 -0.052
C -3.524086 1.002082 -0.781225 -0.8304 1.3499 1.4230 -0.296
C -6.057493 0.176931 3.202356 -1.6098 1.8518 0.4719 -0.712
C -4.586266 0.339812 1.480428 -0.5738 1.8949 -1.1196 -0.364
C 0.562788 -2.349025 -0.267317 2.1353 0.7973 -0.0607 0.003
C 5.140234 -1.411591 1.391475 -0.2897 -0.5975 -0.0127 -0.060
C 4.778847 3.255388 1.312322 -0.5515 -0.6588 -0.9328 -0.097
C 3.774522 -0.616244 1.495640 -1.0026 -0.7921 -0.3564 -0.446
C -6.365405 -0.911153 -1.136130 0.6772 1.5168 -1.0144 -0.351
C 5.155919 1.695412 1.433386 0.0110 1.6895 -0.0617 -0.521
C 1.385554 -1.730516 0.799383 0.8803 -0.5012 -3.0380 -0.001
C -4.646181 0.897575 -3.187457 0.4941 1.4859 -1.3071 -0.212
C 1.088188 -2.578799 -1.638488 0.7565 0.6556 2.1771 -0.247
C 5.619617 1.492827 2.941222 0.1576 1.0472 -0.1398 -0.069
C 3.177415 -0.856969 2.937346 0.1436 -0.7554 0.2646 -0.077
C -4.566452 1.935312 1.209762 0.9875 -2.3307 -0.9478 -0.383
H 6.370356 0.673015 3.087949 -0.9813 0.5310 -0.0719 0.069
H 0.696344 -1.036314 -3.825133 -1.1893 0.2285 0.4685 0.137
H -0.970955 -0.524094 -4.284864 0.4224 0.1871 0.9295 0.122
H 2.130917 -0.456950 3.076325 1.2722 -0.0685 -0.1678 0.079
H 3.790784 3.486085 1.811437 1.2242 -0.1455 -0.2195 0.081
H -5.114612 2.346601 -1.515771 0.8999 -0.8348 -0.5434 0.134
H -3.205899 0.872573 3.094859 -0.1948 -1.0386 -0.6921 0.109
H -1.965615 0.998752 -3.166917 0.5025 -0.0043 0.9077 0.101
H 4.609531 3.456817 0.208142 0.2045 -0.0311 1.1778 0.087
H -2.420485 -0.144683 1.840525 -1.1411 -0.0960 0.6245 0.081
H -3.950781 -2.523130 -1.298718 0.1297 0.8081 0.4523 0.007
H 3.639834 0.912893 -0.078444 0.5806 0.2549 1.1876 0.120
H -2.600411 -1.952422 0.443694 -0.5525 0.5388 -0.7561 -0.026
H 4.334007 -1.310451 -1.196383 -1.2932 -0.2769 0.6183 0.103
H 4.744332 1.431022 3.657187 1.0190 -0.1843 -0.8922 0.083
H -3.345202 -0.452166 -3.836249 -0.6434 0.0251 0.5160 0.078
H -1.508661 -2.654925 -3.659703 0.8011 0.3637 0.9510 0.137
H 6.152353 2.454310 3.229757 -0.4493 -1.1736 -0.2590 0.081
H -1.689795 -0.366390 -0.653759 -0.5429 1.0554 -0.3623 0.073
H -5.766557 0.858055 -3.326114 1.2438 -0.3435 0.4671 0.127
H -3.502325 2.640137 -2.241525 -0.7478 -1.0868 0.0926 0.131
H -1.445227 1.319532 -0.099323 -0.8327 -0.7194 -0.8361 0.142
H 3.845537 -0.512022 3.778224 -0.7345 -0.1235 -1.0405 0.075
H 4.873141 -2.513121 1.442211 0.3866 1.2062 -0.0953 0.101
H 5.856250 -1.224943 2.235365 -0.7536 0.1055 -0.8117 0.076
H 5.896602 0.983029 -0.508828 0.7706 0.8304 0.5848 0.074
H 2.900645 -2.408178 -2.996674 -0.5154 0.2118 1.1467 0.113
H 7.071495 0.746418 0.838973 -0.3350 0.9412 -0.6544 0.073
H 0.944888 -1.558618 1.807488 0.4614 -0.2459 -1.0636 0.091
H 6.852002 2.471829 0.123368 -0.3962 -1.1641 0.2394 0.081
H -0.934217 2.138103 -2.186882 -0.3178 -1.2349 -0.2998 0.141
H -4.254474 1.408959 -4.124983 -0.6328 -0.4509 0.9922 0.126
H -3.580722 -0.887884 3.123257 0.1369 0.5875 -1.0804 0.083
H -0.498732 -2.625787 -0.014508 1.3127 0.1753 -0.4508 0.090
H 5.658185 -1.240499 0.410709 -0.4145 -0.0984 1.0420 0.068
H -1.564431 -2.094096 -1.947500 0.7472 0.2031 -0.7197 0.081
H 2.956794 1.458043 1.493225 0.9365 -0.7493 -0.4017 0.125
H 3.087532 -1.982131 3.076955 0.0982 1.2372 -0.1593 0.097
H 5.607327 3.924880 1.671743 -0.8550 -0.6858 -0.2577 0.080